[1]
The following is a quantum chemistry calculation of a molecular structure, C12H8B2Br4O18V, from OMol25.

CARTESIAN COORDINATES (ANGSTROEM)
O 1.07155 2.62186 -2.53042
V 2.30927 1.88038 -2.09598
O 3.63786 2.58278 -2.59414
O -6.53055 -0.06507 0.01384
C -5.48587 -0.68681 0.09583
O -4.61588 -0.79687 -0.87908
B -3.45508 -1.51197 -0.38566
O -3.80642 -1.88713 1.06609
C -4.89701 -1.34117 1.36742
O -5.43981 -1.18246 2.39514
O -2.23587 -0.69645 -0.52299
C -1.30342 -1.38343 -1.06751
O -0.14561 -1.07326 -1.29315
C -1.85063 -2.66943 -1.51858
O -3.13483 -2.70877 -1.22377
O -1.14791 -3.43861 -2.06114
O -4.51215 2.17499 5.21981
C -3.31099 2.12415 5.11535
O -2.71541 1.18532 4.46343
B -1.31507 1.45020 4.31187
O -1.11501 2.58480 5.27462
C -2.22657 2.99340 5.76498
O -2.35559 3.84682 6.60380
O -0.83907 1.87888 2.98243
C 0.41693 1.42447 2.71067
O 1.16246 1.75861 1.72273
C 0.76801 0.43534 3.89265
O -0.39407 0.32783 4.69908
O 1.81078 -0.23845 4.00076
Br 5.15053 -1.47084 -0.29307
C 6.02635 -2.00065 1.45532
C 5.88452 -3.51267 1.69622
Br 7.12052 -4.32066 0.41540
H 5.64728 -1.39045 2.27511
H 7.01982 -1.57038 1.32893
H 4.88140 -3.93522 1.63879
H 6.24927 -3.82082 2.67606
Br 1.99306 0.18634 -6.01513
C 1.22273 1.79149 -7.02125
C -0.22718 1.51767 -7.41504
Br -1.30540 1.00570 -5.79039
H 1.77132 1.95809 -7.94828
H 1.21048 2.73352 -6.47304
H -0.37930 0.79404 -8.21586
H -0.60940 2.44502 -7.84169

Properties
M: 832.4 g/mol
Max |F|: 0.0994 hartree/bohr
LUMO: -3.47 eV
E_HOMO: -6.70 eV
Total charge: -1

***

[2]
The following is a quantum chemistry calculation of 6 unconnected molecules or ions with the total composition C12H8Cl20F10O5PS2, from OMol25.

CARTESIAN COORDINATES (ANGSTROEM)
C 1.13482 -2.40651 0.16327
C 1.82805 -1.20483 -0.43455
O 0.99578 -0.02489 -0.46187
C -0.09640 -0.11581 -1.30820
P -0.51122 1.60467 -1.65452
S 1.35020 2.77970 -1.94562
O 0.91736 4.08162 -2.29857
O 2.05550 1.94331 -2.85575
C 2.32657 2.78850 -0.31109
F 3.15586 1.76410 -0.31403
F 1.49407 2.75075 0.70565
F 2.99351 3.92109 -0.35213
S -1.77228 2.36448 0.00047
O -1.25226 3.67327 0.19418
O -1.73061 1.38181 1.01897
C -3.56457 2.63666 -0.57272
F -4.11628 3.00691 0.56865
F -3.56857 3.64299 -1.41568
C -4.34465 1.39444 -1.09991
F -5.63082 1.66463 -1.04296
F -4.05943 0.39844 -0.25461
C -3.98626 0.88780 -2.53940
F -3.58017 1.87966 -3.32448
F -5.00323 0.29796 -3.08195
F -2.97303 0.01213 -2.45130
H 1.81188 -3.26109 0.07253
H 0.21634 -2.68469 -0.36664
H 0.90835 -2.27327 1.22272
H 2.20402 -1.41181 -1.44529
H 2.67916 -0.91231 0.17936
H 0.04411 -0.66698 -2.24604
H -0.98254 -0.55269 -0.81404
H -1.16704 1.72388 -2.88320
C -5.78460 -2.02686 2.33337
Cl -6.08785 -3.49367 1.40474
Cl -4.05596 -1.91497 2.71154
Cl -6.24404 -0.61585 1.36610
Cl -6.71486 -2.05480 3.82235
C 1.28111 -3.95152 -4.15966
Cl 2.77059 -3.69061 -3.24902
Cl 0.03656 -2.81313 -3.55693
Cl 1.55731 -3.63904 -5.86343
Cl 0.70561 -5.59009 -3.91574
C 6.18183 -0.52972 0.43184
Cl 6.49801 0.69325 -0.80056
Cl 7.66615 -0.91157 1.29118
Cl 4.98516 0.09710 1.58210
Cl 5.56972 -2.00022 -0.34312
C 1.56651 5.13337 3.65970
Cl 0.67816 5.57159 2.19425
Cl 2.63961 3.76361 3.31080
Cl 2.53133 6.50359 4.19316
Cl 0.42771 4.66762 4.91941
C 1.20476 -4.86162 4.01113
Cl 2.55612 -4.16364 4.90017
Cl -0.20919 -3.80705 4.16080
Cl 1.63926 -4.99476 2.29703
Cl 0.82478 -6.45499 4.64752

Properties
M: 1226.3 g/mol
Max |F|: 0.0174 hartree/bohr
LUMO: -4.98 eV
E_HOMO: -13.10 eV
Total charge: +1

***

[3]
The following is a quantum chemistry calculation of a molecular structure, C12H8CrN2O4, from OMol25.

CARTESIAN COORDINATES (ANGSTROEM)
Cr -1.47217 -0.36529 -0.13699
C -1.74017 -0.09684 1.59835
O -1.68775 0.09199 2.74591
C -3.27565 -0.74090 -0.63717
O -4.38242 -0.97340 -0.91124
C -1.05072 -2.25592 -0.20095
O -0.89221 -3.40707 -0.30710
C -1.62769 1.42151 -0.88637
O -1.79570 2.47451 -1.35846
C -0.19837 -0.57196 -2.45722
H 0.22135 0.45340 -2.54605
H 0.52397 -1.39084 -2.25731
C -1.51402 -0.82420 -2.68830
H -1.92447 -1.85948 -2.73214
H -2.21739 -0.03848 -3.04843
N 2.33733 4.02227 2.40391
C 2.16970 2.92166 2.03931
C 1.94651 1.56663 1.58106
C 2.85831 0.54638 1.85054
C 2.61472 -0.71404 1.33213
C 1.47074 -0.93301 0.56669
N 0.52848 0.01944 0.43806
C 0.77174 1.27514 0.88771
H 3.72770 0.76181 2.46578
H 3.28290 -1.54622 1.51655
H 1.30100 -1.88814 0.06410
H 0.02430 2.05103 0.67765

Properties
M: 296.2 g/mol
Max |F|: 0.2302 hartree/bohr
Multiplicity: 5
LUMO (spin up / spin down): -8.77 / -10.79 eV
E_HOMO (spin up / spin down): -16.15 / -17.28 eV
Total charge: +2

***

[4]
The following is a quantum chemistry calculation of a molecular structure, C12H8MgN2O4, from OMol25.

CARTESIAN COORDINATES (ANGSTROEM)
Mg -0.00191 -0.99061 -0.67626
C 0.05225 1.50622 0.90656
O 0.07699 2.44012 1.59688
C -0.02469 1.48304 -1.55214
O -0.03403 2.65417 -1.60513
C -2.00753 -0.29781 -0.19486
O -2.91267 0.40372 -0.02908
C 2.03354 -0.33955 -0.21896
O 2.94063 0.37862 -0.08567
C -0.00046 -1.52487 -3.61172
H 0.94810 -2.07280 -3.48949
H -0.94578 -2.07348 -3.46909
C -0.00334 -0.21845 -3.98251
H -0.94831 0.35291 -4.13286
H 0.94007 0.34866 -4.15818
N -0.01969 -0.65327 7.21673
C 0.00598 -0.95948 6.08676
C -0.00925 -1.18245 4.66511
C 1.19566 -1.23540 3.93118
C 1.13458 -1.35430 2.54240
N 0.00548 -1.33659 1.83307
C -1.12871 -1.36468 2.53185
C -1.21124 -1.21399 3.92190
H 2.19116 -1.14559 4.40873
H 2.02265 -1.50900 1.93757
H -2.04943 -1.49072 1.96867
H -2.19026 -1.12252 4.42860

Properties
M: 268.5 g/mol
Max |F|: 0.1305 hartree/bohr
LUMO: -8.64 eV
E_HOMO: -16.80 eV
Total charge: +2

***

[5]
The following is a quantum chemistry calculation of a molecular structure, C12H8N3O2Se3TeW, from OMol25.

CARTESIAN COORDINATES (ANGSTROEM)
W 0.04825 -0.98840 -0.11139
O -1.35320 2.94497 -0.45928
C -1.19579 1.76392 -0.35432
N 0.02547 1.06697 -0.32887
C 1.22279 1.79625 -0.40931
O 1.34966 2.97640 -0.55337
C 2.41148 0.88907 -0.28529
C 3.69482 1.38563 -0.38771
C 4.75941 0.51209 -0.24215
C 4.49978 -0.83079 0.00188
C 3.19142 -1.25874 0.08056
N 2.15681 -0.41345 -0.07100
C -2.36011 0.82854 -0.23618
C -3.64682 1.31508 -0.33256
C -4.70626 0.43188 -0.21574
C -4.43065 -0.91376 -0.01209
C -3.11911 -1.33179 0.05875
N -2.08419 -0.47654 -0.05740
H 3.82301 2.44293 -0.57002
H 5.77716 0.86867 -0.31414
H 5.30217 -1.54165 0.13000
H 2.94099 -2.29516 0.26231
H -3.78098 2.37572 -0.48882
H -5.72651 0.78153 -0.28260
H -5.22406 -1.63921 0.08773
H -2.87077 -2.37282 0.20314
Se -0.03336 -0.32507 2.47854
Se -0.58038 -2.38973 3.31397
Te -0.20298 -3.42828 1.09496
Se 0.11198 -2.17427 -1.99958

Properties
M: 774.5 g/mol
Max |F|: 0.0285 hartree/bohr
LUMO (spin up / spin down): -5.59 / -5.59 eV
E_HOMO (spin up / spin down): -11.39 / -11.39 eV
Total charge: +1

***

[6]
The following is a quantum chemistry calculation of a single C12H8N4O3 molecule, from OMol25.

CARTESIAN COORDINATES (ANGSTROEM)
N -1.29671 2.91296 3.89176
C -1.50392 3.25034 2.58176
O -2.23852 4.19426 2.48548
C -0.96652 2.46713 1.42227
N -0.94134 2.86553 0.16093
O -0.38377 1.76944 -0.58841
C -0.14477 0.71175 0.27429
C 0.23360 -0.61232 0.06084
C 0.47029 -1.10559 -1.32182
C 1.31323 -0.36738 -2.16164
C 1.57611 -0.79292 -3.47355
C 1.07743 -2.03396 -3.87583
C 0.26021 -2.78750 -3.06138
C -0.04097 -2.33208 -1.77128
N 0.41724 -1.39413 1.13581
O 0.98327 -2.49609 1.12096
C 0.12697 -0.91881 2.35425
N -0.37967 0.28859 2.61118
C -0.51846 1.12623 1.55621
H -1.78030 3.46370 4.57785
H -0.92030 1.99490 4.10339
H 1.75810 0.56099 -1.76530
H 2.14608 -0.13481 -4.12432
H 1.19892 -2.34918 -4.89776
H -0.13348 -3.74261 -3.39823
H -0.61995 -2.95422 -1.11378
H 0.30722 -1.58421 3.21634

Properties
Structure (SMILES): NC(=O)c1noc2c(-c3ccccc3)[n+]([O-])cnc12
M: 256.2 g/mol
Max |F|: 0.0786 hartree/bohr
LUMO: -1.19 eV
E_HOMO: -9.13 eV

***

[7]
The following is a quantum chemistry calculation of a molecular structure, C12H9Cl5FeNO9Se, from OMol25.

CARTESIAN COORDINATES (ANGSTROEM)
Fe -0.07173 0.23059 -0.26540
O -0.90957 -0.89828 1.21076
C -1.89986 -1.72971 0.62648
C -1.45024 -2.20978 -0.74504
N -1.10699 -1.03144 -1.55024
C -2.28944 -0.29147 -2.01503
C -2.58967 0.94745 -1.17299
O -3.65965 1.52108 -1.33242
O -1.66068 1.28542 -0.35670
C -0.14208 -1.24787 -2.63538
C 0.46027 0.12182 -2.96730
O 0.82494 0.37144 -4.10931
O 0.50674 0.93302 -1.96785
H -0.14722 -1.50784 1.58398
H -2.81571 -1.13502 0.55571
H -2.09403 -2.58544 1.27872
H -2.24081 -2.80138 -1.22773
H -0.55936 -2.83337 -0.65103
H -3.17416 -0.93333 -2.02712
H -2.12422 0.05524 -3.03635
H 0.64903 -1.90170 -2.27072
H -0.60735 -1.68310 -3.52477
Cl 3.05060 1.41592 -0.52428
C 2.13569 1.93732 0.84455
C 0.80253 1.52891 1.01942
C 0.17029 2.06518 2.15099
Cl -1.51054 1.78010 2.49256
C 0.81876 2.90455 3.06300
Cl -0.00704 3.53626 4.45273
C 2.14520 3.25194 2.86518
Cl 2.96277 4.28305 3.99297
C 2.80553 2.77050 1.74471
Cl 4.45646 3.23045 1.48948
O 0.97764 -2.29611 1.99711
Se 1.90298 -2.32096 0.62023
O 1.49997 -3.60163 -0.29936
O 1.41469 -0.95961 -0.25209
O 3.47627 -2.20223 0.94248

Properties
M: 623.3 g/mol
Max |F|: 0.0089 hartree/bohr
Multiplicity: 2
LUMO (spin up / spin down): 4.27 / 4.27 eV
E_HOMO (spin up / spin down): -3.62 / -3.60 eV
Total charge: -2

***

- Which value of max |F| does entry 4 give?
  0.1305 hartree/bohr